No. 1
Entry from the Open Molecules 2025 dataset: a structure of composition C20H30Br30O20S5 (wB97M-V/def2-TZVPD).

The geometry in XYZ format:
```
105
Properties=species:S:1:pos:R:3:forces:R:3
Br 0.9478 -0.3516 3.1898 0.345 -0.019 0.340
Br 6.6668 0.7332 4.6223 0.081 0.192 0.428
Br 4.5412 7.0293 1.1241 -0.631 -0.681 -0.903
Br 0.1121 -0.5972 6.2383 0.985 -0.327 -0.389
Br 4.4561 2.2221 -2.8698 -0.215 0.253 0.615
Br 0.2070 3.7139 -4.2668 0.102 -0.381 -0.524
Br 2.2599 -4.2938 -1.1631 0.861 -0.184 0.785
Br 3.8133 -3.3474 1.5561 0.080 -0.319 -0.961
Br -0.7960 -5.4667 -4.6771 -0.063 -0.008 0.103
Br -1.2782 2.2183 2.6840 -0.084 -0.737 0.258
Br -0.4487 -2.2877 -4.5932 0.430 -0.571 -0.065
Br 6.8731 -2.1119 3.2080 0.372 -0.804 0.455
Br 5.5338 -4.5481 -1.0823 -1.259 0.343 0.870
Br 4.1031 7.0592 -2.0777 -0.606 0.114 0.554
Br 7.6533 0.4588 1.6014 0.409 0.296 -0.090
Br 3.4027 -0.7235 5.2686 -1.543 0.025 0.033
Br -5.5852 -0.9421 -3.8449 0.253 -0.099 0.139
Br 0.0066 -4.7706 5.4917 -0.091 -0.316 -0.967
Br -4.1454 3.8091 2.8189 1.486 0.086 0.018
Br -1.2499 5.1535 3.7120 -0.530 -0.036 -0.048
Br -3.5042 1.2958 -4.9153 -0.149 -0.144 0.330
Br 1.3333 -4.1241 -6.5459 0.327 0.144 -0.730
Br 0.0322 -3.6926 2.4246 -0.247 0.251 0.102
Br -3.7296 -1.4523 -6.5060 -0.089 -0.071 0.613
Br 1.4551 1.0096 -5.4770 -0.229 -0.197 -0.017
Br 5.3832 -0.6315 -1.9679 0.567 0.839 0.228
Br 7.5028 1.9171 -2.2708 -0.013 -0.406 -0.058
Br -0.1523 -6.7616 2.8141 -0.421 -0.492 0.289
Br 2.9046 3.7338 -5.8422 0.727 0.486 -0.345
Br 1.6060 6.2512 -0.0076 0.696 0.115 -0.568
S -5.2271 -0.5292 2.1284 1.226 0.807 -0.429
S 3.7478 2.3130 1.4365 -1.208 1.254 0.093
S -3.3859 -5.5664 -0.1316 -2.626 0.878 2.360
S -0.5941 -0.7030 -0.5572 0.749 -2.281 1.159
S -2.6799 4.0553 -1.5677 -1.853 1.104 1.643
O 4.0081 2.4965 2.9826 1.401 -1.990 -0.317
O 2.3111 2.9249 1.5373 -1.491 -0.262 -0.752
O -2.2897 2.6752 -0.9849 1.457 -0.302 -1.136
O 0.8540 -1.2070 -0.9537 -1.447 -0.858 -0.352
O -6.5513 -1.0119 2.1845 -0.341 -0.541 -0.469
O -4.9776 0.8016 1.6770 -0.303 -0.144 -0.443
O -0.0718 0.6309 0.0653 0.179 0.970 0.313
O 3.6520 0.9676 0.9469 0.486 0.823 0.873
O -1.7772 4.9923 -0.9870 0.294 0.136 -1.125
O -4.0337 4.1803 -0.6842 0.324 -0.884 -0.508
O -3.0963 3.9896 -2.9292 0.948 0.152 0.016
O -1.0782 -1.6252 0.4467 0.255 1.549 -0.912
O -1.3423 -0.4629 -1.7369 -0.647 0.311 -0.287
O 4.5263 3.2962 0.7640 1.029 -0.476 -0.581
O -2.5367 -4.3611 -0.6416 1.308 0.546 0.244
O -4.6123 -0.6854 3.5467 1.189 -0.482 1.593
O -4.4717 -5.5226 -1.2724 -0.117 0.648 -0.467
O -4.0543 -5.2368 1.1026 0.622 0.247 -0.836
O -4.1432 -1.4689 1.3531 -1.966 0.567 0.199
O -2.7289 -6.7957 -0.1614 1.693 -1.266 -0.544
C -4.5647 2.8224 -0.6204 -2.155 1.597 -0.280
C -4.6591 -0.1816 -5.3279 0.853 -0.326 -0.742
C -2.1759 3.8756 2.5601 -0.475 0.514 0.411
C -3.4358 1.9013 -0.6595 2.005 -1.867 2.052
C 1.2294 2.8952 -5.7503 -1.240 0.095 0.195
C 0.4522 -4.0164 -4.8939 -1.841 0.548 -0.602
C 3.1245 3.4143 3.5903 -0.316 0.484 2.048
C 3.5124 6.2251 -0.3917 0.749 0.331 -0.281
C 2.3353 4.0332 2.4844 -0.345 -0.292 -1.154
C -3.3272 -1.3998 3.5225 -1.547 -0.372 -2.649
C 6.5758 -0.2638 3.0286 -1.485 0.214 -1.808
C 5.7319 1.3261 -1.7518 0.565 -0.779 1.122
C 0.4484 -5.1478 3.5927 1.625 0.385 0.364
C -3.5674 -2.3355 2.3235 1.647 1.094 0.900
C -4.1005 -4.5215 -2.2274 -0.370 -0.625 -2.806
C 1.4439 -1.1210 4.9116 0.731 0.312 -0.483
C -3.2749 -3.4873 -1.5363 -0.180 0.133 0.938
C 3.8221 -4.5536 0.0053 0.630 0.354 -0.479
C 1.5384 -0.1107 -1.5289 0.735 0.352 0.042
C 0.9269 1.1673 -0.8789 0.037 -1.555 -0.244
H -1.9485 4.2059 1.5710 -0.438 0.412 -0.584
H 2.4538 2.8296 4.2974 1.085 0.902 -0.506
H 3.8543 5.2143 -0.6297 -0.292 0.106 0.999
H 5.5717 -0.2029 2.5480 0.594 0.173 0.993
H -4.2240 -3.1113 2.6734 -0.100 -0.783 -0.662
H -3.5247 -5.0355 -3.0541 -0.370 0.575 0.908
H -3.0993 -1.9499 4.3751 -0.311 -0.621 1.866
H -3.5200 1.0437 -1.3080 -0.141 -0.106 -0.367
H 2.5511 -0.3907 -1.1804 -0.153 1.093 -0.881
H -5.0006 -4.1233 -2.6999 -0.032 -0.049 0.303
H 1.4828 -2.1971 4.7609 -0.468 0.140 0.293
H 1.2695 4.2964 2.6794 1.098 -0.059 -0.022
H -5.3339 2.6477 -1.3619 0.284 0.198 -0.896
H -3.1187 1.5602 0.3578 -0.862 -0.125 -0.731
H 0.3991 1.7477 -1.6173 -0.029 0.439 -0.030
H 5.7753 1.4985 -0.6259 -0.946 0.037 -1.757
H 2.9492 4.8145 2.0247 -0.627 0.180 0.125
H 3.8058 4.1951 4.0114 -0.959 -0.763 0.438
H -5.1326 2.7467 0.2675 -0.134 0.028 1.273
H 0.6332 3.0422 -6.6752 0.588 -0.038 0.772
H -3.8626 -2.7454 -0.9702 0.104 -0.504 0.122
H -2.5192 -0.7732 3.2802 0.837 1.417 -0.115
H 1.5566 -5.2078 3.5915 -0.899 0.054 0.135
H -2.5883 -2.5357 1.8895 -0.385 -1.076 0.140
H -2.5717 -2.9087 -2.1329 0.091 -0.460 -0.211
H -5.3874 0.1514 -6.0162 -0.825 0.646 -0.211
H 3.8511 -5.5361 0.4498 -0.440 -0.145 -0.239
H 1.7563 1.6400 -0.4039 -0.331 0.808 0.813
H 1.3640 0.0330 -2.6073 0.515 -0.849 0.228
H 1.1704 -4.1200 -4.1566 1.213 -0.084 1.433
```
Positions in Å, forces in eV/Å.

Kohn-Sham gap = 0.3478 Eh
LUMO = -0.8 eV
HOMO level = -0.3772 Ha

Results of the Mulliken charge analysis, in e, for atoms 1 through 99:
1 Br 0.162
2 Br -0.037
3 Br -0.060
4 Br -0.075
5 Br 0.048
6 Br -0.020
7 Br 0.056
8 Br 0.047
9 Br -0.047
10 Br 0.059
11 Br 0.104
12 Br -0.045
13 Br -0.096
14 Br -0.064
15 Br -0.089
16 Br -0.081
17 Br -0.041
18 Br -0.106
19 Br -0.063
20 Br -0.117
21 Br 0.061
22 Br -0.014
23 Br 0.124
24 Br -0.066
25 Br -0.010
26 Br -0.004
27 Br -0.058
28 Br -0.064
29 Br -0.023
30 Br 0.046
31 S 0.937
32 S 0.992
33 S 1.083
34 S 0.612
35 S 1.012
36 O -0.216
37 O 0.195
38 O 0.218
39 O -0.153
40 O -0.631
41 O -0.350
42 O 0.251
43 O -0.193
44 O -0.510
45 O -0.409
46 O -0.559
47 O 0.377
48 O -0.672
49 O -0.719
50 O -0.089
51 O -0.408
52 O -0.385
53 O -0.602
54 O -0.144
55 O -0.573
56 C -0.430
57 C -0.403
58 C 0.194
59 C 0.496
60 C -0.438
61 C -0.116
62 C -0.216
63 C 0.028
64 C 0.682
65 C -0.054
66 C 0.592
67 C 0.296
68 C -0.268
69 C 0.072
70 C -0.213
71 C -0.025
72 C 0.475
73 C -0.535
74 C 0.826
75 C 1.124
76 H -0.187
77 H 0.162
78 H -0.009
79 H -0.516
80 H 0.276
81 H 0.140
82 H 0.502
83 H 0.146
84 H -0.325
85 H 0.264
86 H 0.020
87 H -0.429
88 H 0.229
89 H -0.288
90 H -0.017
91 H -0.382
92 H -0.505
93 H 0.352
94 H 0.249
95 H 0.423
96 H -0.230
97 H -0.010
98 H 0.296
99 H -0.248

=====

No. 2
Entry from the Open Molecules 2025 dataset: a cluster of 2 separate species, C5H11N3O3 in total (wB97M-V/def2-TZVPD).

The geometry in XYZ format:
```
22
Properties=species:S:1:pos:R:3:forces:R:3
O -9.1756 0.7469 -0.8140 1.422 -1.218 0.335
O 2.5938 2.5544 0.9157 -0.383 0.892 0.936
O 4.9417 -0.1020 -2.0437 0.294 0.336 -0.803
N 3.8849 1.5005 -0.6450 0.204 -1.454 -0.552
N 3.0181 1.5089 0.3237 0.812 -3.463 -1.093
N 4.2182 0.2522 -1.0246 -1.737 -0.359 2.607
C 3.3327 -0.8459 -0.3558 1.926 2.209 0.016
C -10.3698 1.2185 -0.8469 -1.967 0.938 -2.246
C 2.7377 0.0625 0.8112 -0.925 -0.039 -3.912
C 1.2962 -0.1706 1.1215 0.473 -0.212 -2.013
C 4.2405 -2.0215 0.1765 -0.826 1.727 0.327
H 5.0042 -1.5346 0.8817 -0.793 -0.991 -1.216
H -10.8246 1.5462 0.0977 -0.085 0.754 0.700
H 1.0575 -1.1834 1.2266 0.102 -1.995 0.117
H 0.5799 0.1748 0.4187 -0.377 0.832 -0.768
H 1.1440 0.2221 2.0345 -1.084 1.787 3.099
H -11.3003 0.5656 -1.2246 0.937 -0.090 0.068
H 3.5160 -2.6004 0.7965 0.803 -0.246 -0.448
H 2.6788 -1.2401 -1.1838 0.041 0.541 0.967
H -10.4567 2.0939 -1.6605 -0.381 -0.391 1.141
H 3.2191 -0.1807 1.6981 1.726 0.066 1.654
H 4.6638 -2.5672 -0.7036 -0.183 0.375 1.083
```
Positions in Å, forces in eV/Å.

Kohn-Sham gap (spin up / spin down) = 0.1975 / 0.1967 Eh
LUMO (spin up / spin down) = 5.0 / 5.0 eV
Charge = -2
HOMO level (spin up / spin down) = -0.0155 / -0.0147 Ha

In the natural (NBO) picture, each atom carries the following charge in e:
1 O -0.933
2 O -0.663
3 O -0.708
4 N -0.058
5 N 0.161
6 N 0.094
7 C -0.099
8 C -0.137
9 C -0.113
10 C -0.600
11 C -0.625
12 H 0.208
13 H 0.059
14 H 0.191
15 H 0.215
16 H 0.208
17 H -0.005
18 H 0.188
19 H 0.190
20 H 0.016
21 H 0.178
22 H 0.234

=====

No. 3
Entry from the Open Molecules 2025 dataset: a cluster of 2 separate species, C4H12 in total (wB97M-V/def2-TZVPD).

The geometry in XYZ format:
```
16
Properties=species:S:1:pos:R:3:forces:R:3
C 1.0640 -1.2953 -0.1306 0.614 0.476 -0.913
C -2.2644 1.4747 0.2902 -0.166 0.650 -0.037
C 2.0445 -2.0881 -1.0153 -0.145 0.462 -0.056
C -0.9154 1.8498 0.8614 1.254 -0.012 0.625
H -2.8180 2.3565 -0.0471 0.158 0.079 0.073
H 2.6675 -2.7291 -0.4045 0.130 -0.263 0.009
H -0.2991 2.4906 0.2169 -0.437 0.033 -0.039
H 1.5910 -0.9734 0.7610 -0.193 -0.107 0.377
H -0.9603 2.3319 1.8420 -0.348 0.268 -0.177
H -0.2445 1.0037 1.0716 -0.481 -0.195 -0.264
H 2.6987 -1.4057 -1.5683 0.030 -0.063 0.222
H -2.1471 0.8610 -0.5932 -0.113 -0.439 -0.038
H 1.5539 -2.6887 -1.7753 -0.196 -0.146 0.036
H 0.7833 -0.3663 -0.6404 -0.157 -0.199 0.015
H 0.1551 -1.8366 0.0935 -0.073 -0.176 0.290
H -2.9090 1.0150 1.0382 0.125 -0.368 -0.120
```
Positions in Å, forces in eV/Å.

Kohn-Sham gap = 0.4668 Eh
Energy above the lowest of the compared OMol25 structures with the same formula, charge and spin = 14.9 kJ/mol
SMILES string = CC.CC
LUMO = 1.1 eV
HOMO level = -0.4249 Ha

In the natural (NBO) picture, each atom carries the following charge in e:
1 C -0.610
2 C -0.610
3 C -0.606
4 C -0.613
5 H 0.203
6 H 0.201
7 H 0.203
8 H 0.203
9 H 0.203
10 H 0.204
11 H 0.202
12 H 0.205
13 H 0.202
14 H 0.201
15 H 0.206
16 H 0.206

=====

No. 4
Entry from the Open Molecules 2025 dataset: a cluster of 2 separate species, C5H13NO in total (wB97M-V/def2-TZVPD).

The geometry in XYZ format:
```
20
Properties=species:S:1:pos:R:3:forces:R:3
O -1.5212 -1.8567 -0.5594 -0.167 -0.376 0.898
N -0.6370 -0.6121 1.1671 -0.586 2.370 1.025
C -1.1188 -0.8026 -0.1252 0.985 0.173 0.291
C -2.0358 0.1852 -2.2688 2.480 -2.213 -1.025
C 3.5395 1.2455 1.4473 -0.692 1.831 3.404
C 2.1019 0.8731 1.1708 0.789 1.994 -1.920
C -0.9642 0.3495 -1.0725 0.313 -0.083 -3.874
H -1.1249 1.3623 -0.7374 0.168 0.138 0.818
H 1.9468 1.3401 0.1584 -1.040 0.022 1.208
H 4.0278 0.4020 1.8976 1.240 -0.270 -0.688
H 3.9422 1.9102 0.7016 0.918 -0.742 -0.474
H -0.4718 0.4277 1.4766 -0.533 -2.940 -0.971
H -2.3972 -0.8926 -2.5125 1.302 1.637 0.680
H 1.9197 -0.1346 0.9700 -0.132 -1.727 0.225
H -1.0571 -1.1845 1.9127 0.444 0.252 -0.752
H -1.4867 0.5619 -3.1941 -1.428 -0.099 1.050
H 3.5029 1.9679 2.3682 0.164 -1.037 -1.439
H -2.9300 0.6445 -1.9992 -1.375 1.469 0.059
H 1.5527 1.2528 2.0144 -1.037 0.034 -0.287
H 0.0679 0.3769 -1.6597 -1.812 -0.433 1.775
```
Positions in Å, forces in eV/Å.

Kohn-Sham gap = 0.3922 Eh
Energy above the lowest of the compared OMol25 structures with the same formula, charge and spin = 174.3 kJ/mol
SMILES string = CCC(N)=O.CC
LUMO = 0.8 eV
HOMO level = -0.3636 Ha

In the natural (NBO) picture, each atom carries the following charge in e:
1 O -0.591
2 N -0.838
3 C 0.663
4 C -0.604
5 C -0.617
6 C -0.628
7 C -0.524
8 H 0.217
9 H 0.205
10 H 0.217
11 H 0.217
12 H 0.394
13 H 0.240
14 H 0.219
15 H 0.401
16 H 0.206
17 H 0.188
18 H 0.199
19 H 0.200
20 H 0.236